Record 1
Here is a cluster of 8 separate species, H16O8 in total from the Open Molecules 2025 dataset. Energies are from wB97M-V/def2-TZVPD.

Output
SMILES	O.O.O.O.O.O.O.O

Last column: Mulliken charge in e.
Cartesian coordinates (Å):
O: -50.039 -5.500 -21.635  -0.664
H: -50.672 -5.647 -21.063  0.372
H: -49.354 -4.821 -21.239  0.335
O: -49.214 -3.235 -22.967  -0.628
H: -50.029 -3.757 -22.710  0.396
H: -48.678 -4.010 -22.962  0.312
O: -48.033 -4.869 -19.592  -0.606
H: -47.539 -5.676 -19.346  0.302
H: -48.037 -4.196 -18.888  0.303
O: -51.541 -6.312 -19.797  -0.805
H: -50.862 -6.495 -19.070  0.332
H: -51.818 -7.260 -19.764  0.333
O: -53.944 -5.019 -19.902  -0.605
H: -53.080 -5.386 -19.540  0.339
H: -54.389 -5.579 -19.251  0.305
O: -52.391 -7.581 -22.460  -0.581
H: -52.361 -8.068 -23.310  0.334
H: -53.104 -7.934 -22.083  0.211
O: -51.576 -5.472 -23.959  -0.709
H: -52.407 -5.992 -23.521  0.354
H: -50.793 -5.333 -23.339  0.366
O: -49.775 -8.513 -21.522  -0.645
H: -49.176 -7.820 -21.773  0.364
H: -50.506 -7.990 -21.805  0.285

Record 2
Here is the molecule C6H10O from the Open Molecules 2025 dataset. Energies are from wB97M-V/def2-TZVPD.

Output
SMILES	C=C(C)/C=C/CO

Last column: Mulliken charge in e.
Cartesian coordinates (Å):
C: 1.616 -0.690 -1.364  -0.952
C: 0.279 -0.687 -1.098  0.896
C: -0.561 -0.769 -2.354  -1.320
C: -0.415 -0.412 0.164  -0.463
C: 0.129 -0.140 1.364  -0.284
C: -0.602 0.966 2.221  -0.392
O: 0.338 2.041 2.335  -0.524
H: 1.980 -0.712 -2.374  0.336
H: 2.162 -0.349 -0.476  0.305
H: -0.316 -0.017 -3.097  0.328
H: -1.666 -0.757 -2.135  0.326
H: -0.410 -1.821 -2.935  0.269
H: -1.435 -0.175 -0.059  0.196
H: 0.983 -0.701 1.810  0.414
H: -0.809 0.406 3.139  0.287
H: -1.525 1.226 1.744  0.275
H: 0.253 2.593 3.118  0.302

Record 3
Here is a structure of composition C30H33N3O4 from the Open Molecules 2025 dataset. Energies are from wB97M-V/def2-TZVPD.

Last column: Mulliken charge in e.
Cartesian coordinates (Å):
C: 3.918 -2.166 -2.560  -1.260
N: 3.219 -1.755 -1.360  0.722
C: 3.938 -1.469 -0.230  -0.061
O: 5.135 -1.693 -0.083  -0.692
C: 3.014 -0.805 0.760  0.149
C: 3.416 0.643 1.020  -1.614
C: 3.566 1.413 -0.271  0.343
C: 4.758 1.317 -0.995  -0.234
C: 4.896 1.956 -2.229  -0.662
C: 3.829 2.700 -2.748  -0.470
C: 2.650 2.836 -2.007  -0.763
C: 2.527 2.209 -0.761  -0.047
N: 1.718 -0.916 0.097  0.664
C: 0.665 -0.213 0.592  -0.746
C: -0.458 0.165 -0.108  -1.014
C: -1.718 0.288 0.584  0.075
C: -2.968 0.106 -0.215  1.001
C: -4.120 -0.332 0.437  -0.116
C: -5.266 -0.664 -0.277  -0.812
C: -5.264 -0.557 -1.675  -0.451
C: -4.124 -0.081 -2.331  -0.686
C: -2.997 0.319 -1.603  -0.327
C: 1.775 -1.623 -1.213  -1.361
C: 1.016 -3.003 -1.334  2.275
C: 1.611 -3.993 -0.339  -1.799
C: 1.171 -3.526 -2.758  -1.801
C: -0.468 -2.828 -1.065  -2.065
H: 4.859 -1.609 -2.623  0.345
H: 4.150 -3.239 -2.526  0.353
H: 3.303 -1.942 -3.436  0.419
H: 2.988 -1.404 1.680  0.416
H: 2.688 1.121 1.682  0.621
H: 4.382 0.594 1.535  0.610
H: 5.584 0.726 -0.590  0.421
H: 5.828 1.849 -2.787  0.413
H: 3.928 3.190 -3.722  0.379
H: 1.813 3.419 -2.396  0.417
H: 1.617 2.329 -0.169  0.458
H: 0.781 0.072 1.640  0.532
H: -0.388 0.375 -1.177  0.340
H: -1.740 -0.168 1.574  0.665
H: -4.113 -0.415 1.520  0.079
H: -6.152 -0.993 0.270  0.393
H: -6.154 -0.829 -2.236  0.395
H: -4.114 0.010 -3.426  0.368
H: -2.146 0.795 -2.094  0.455
H: 1.387 -0.961 -2.017  0.697
H: 1.467 -3.661 0.693  0.307
H: 1.114 -4.964 -0.452  0.467
H: 2.681 -4.149 -0.516  0.328
H: 0.967 -2.739 -3.493  0.344
H: 2.163 -3.944 -2.949  0.387
H: 0.450 -4.333 -2.944  0.452
H: -0.914 -2.089 -1.740  0.397
H: -0.986 -3.783 -1.233  0.578
H: -0.665 -2.532 -0.033  0.316
O: -1.950 1.971 1.304  -0.484
C: -2.492 2.261 2.459  0.397
C: -3.370 1.395 3.192  -0.207
C: -4.234 1.898 4.154  -0.706
C: -4.106 3.235 4.567  -0.114
N: -5.057 3.772 5.478  0.938
O: -4.950 4.959 5.854  -0.618
O: -5.986 3.026 5.862  -0.614
C: -3.069 4.041 4.049  -0.358
C: -2.265 3.569 3.030  -0.704
H: -3.343 0.330 2.989  0.570
H: -5.005 1.281 4.612  0.451
H: -2.945 5.040 4.456  0.442
H: -1.446 4.169 2.635  0.405

Record 4
Here is a cluster of 5 separate species, C4H16BrN8O4 in total from the Open Molecules 2025 dataset. Energies are from wB97M-V/def2-TZVPD.

Output
net charge	-1

Last column: Mulliken charge in e.
Cartesian coordinates (Å):
Br: 0.456 1.064 -0.594  -0.987
C: 6.431 -0.902 -0.377  0.683
O: 7.560 -1.348 -0.385  -0.681
N: 6.114 0.179 -0.938  -0.371
N: 5.457 -1.323 0.386  -0.423
H: 6.752 0.855 -1.334  0.203
H: 5.142 0.444 -0.865  0.181
H: 4.778 -0.623 0.650  0.195
H: 5.596 -2.214 0.840  0.210
C: -3.582 -0.089 -5.021  0.624
O: -4.375 -0.247 -5.981  -0.680
N: -2.483 -0.731 -4.793  -0.356
N: -3.854 0.773 -4.000  -0.439
H: -2.245 -1.469 -5.440  0.217
H: -1.968 -0.482 -3.960  0.212
H: -3.501 0.642 -3.063  0.203
H: -4.705 1.312 -3.929  0.212
C: -1.804 5.787 4.015  0.628
O: -2.449 6.530 4.750  -0.659
N: -1.324 6.161 2.870  -0.413
N: -1.586 4.466 4.187  -0.420
H: -0.959 5.523 2.177  0.221
H: -1.745 7.051 2.644  0.231
H: -1.976 4.024 5.007  0.215
H: -1.361 3.890 3.389  0.196
C: -1.299 -5.316 1.107  0.633
O: -1.999 -6.295 1.294  -0.685
N: -0.052 -5.328 1.236  -0.381
N: -1.815 -4.132 1.132  -0.400
H: 0.298 -6.222 1.549  0.218
H: 0.653 -4.657 0.964  0.212
H: -2.816 -4.029 1.045  0.207
H: -1.340 -3.296 1.441  0.195

Record 5
Here is a structure of composition C8H18CeI2NO2P2 from the Open Molecules 2025 dataset. Energies are from wB97M-V/def2-TZVPD.

Output
net charge	+3

Last column: Mulliken charge in e.
Cartesian coordinates (Å):
I: 2.945 3.608 -2.709  0.133
I: 0.409 3.614 -3.639  0.035
Ce: -1.469 0.025 -0.567  1.363
P: 0.541 -1.748 -1.742  0.647
C: 1.485 -1.477 -3.299  -1.112
C: 1.687 -2.956 -0.951  -1.159
H: 1.830 -3.842 -1.594  0.439
H: -0.377 -3.668 -2.902  0.444
H: 1.334 -3.298 0.037  0.330
H: -1.451 -3.220 -1.545  0.423
H: 2.484 -1.065 -3.103  0.412
H: 2.660 -2.454 -0.821  0.407
C: -0.817 -2.828 -2.354  -1.347
H: 1.602 -2.464 -3.774  0.419
H: -1.437 -2.242 -3.048  0.486
H: 0.979 -0.800 -4.000  0.376
P: -0.676 1.787 1.648  0.644
C: -0.257 3.580 1.551  -1.111
C: -2.439 1.882 2.170  -1.339
H: 0.081 0.355 3.540  0.330
H: -0.192 2.045 4.056  0.438
H: 1.258 1.626 3.091  0.406
C: 0.187 1.410 3.236  -1.157
H: -2.868 0.897 2.410  0.421
H: -2.513 2.530 3.050  0.444
H: -0.642 4.050 2.471  0.418
H: -0.703 4.081 0.681  0.377
H: -3.015 2.336 1.350  0.483
H: 0.828 3.744 1.507  0.411
C: 0.634 0.869 -0.678  0.114
O: 1.683 1.388 -0.845  -0.017
O: -1.194 -3.058 2.769  -0.314
C: -1.052 -2.216 1.943  0.739
N: -0.957 -1.359 1.082  -0.584

Record 6
Here is the molecule C8H11ClN2O2 from the Open Molecules 2025 dataset. Energies are from wB97M-V/def2-TZVPD.

Output
SMILES	CCCn1ncc(OC)c(Cl)c1=O

Last column: Mulliken charge in e.
Cartesian coordinates (Å):
C: 4.726 0.535 -1.028  -1.254
C: 3.295 0.705 -0.537  -0.160
C: 2.340 -0.202 -1.314  -0.896
N: 0.970 -0.026 -0.869  0.816
N: 0.240 0.810 -1.568  -1.014
C: -0.984 1.053 -1.226  -0.566
C: -1.600 0.446 -0.095  0.779
O: -2.868 0.665 0.303  -0.416
C: -3.670 1.559 -0.437  -0.863
C: -0.824 -0.428 0.629  0.415
Cl: -1.449 -1.224 2.012  -0.156
C: 0.551 -0.712 0.272  0.243
O: 1.305 -1.461 0.859  -0.677
H: 5.396 1.184 -0.469  0.361
H: 5.054 -0.493 -0.895  0.330
H: 4.803 0.789 -2.083  0.329
H: 3.235 0.450 0.522  0.276
H: 2.979 1.743 -0.661  0.287
H: 2.609 -1.248 -1.148  0.388
H: 2.367 0.034 -2.379  0.389
H: -1.505 1.749 -1.862  0.439
H: -4.633 1.569 0.071  0.232
H: -3.250 2.570 -0.437  0.361
H: -3.807 1.218 -1.467  0.357

Relative energy (zero: lowest compared OMol25 entry of this formula, charge and spin) across the listed records, respectively: 96.7 58.8 0.0 91.7 8.0 7.8 kcal/mol.
Max |F| across the listed records, respectively: 0.1875 0.0703 0.0459 0.1598 0.1543 0.0165 Eh/bohr.